# 1
Formula: C3H10O2
Source: the Open Molecules 2025 dataset
Level of theory: ωB97M-V/def2-TZVPD

The geometry in XYZ format:
```
15
Properties=species:S:1:pos:R:3:mulliken_charge:R:1
C -1.78067 1.11662 -0.59903 -1.13
C -0.34562 1.53418 -0.46327 -0.20
O 0.22299 0.33514 0.08992 -0.25
C 1.59898 0.41256 0.08673 -0.69
H -1.76023 0.31384 -1.35517 0.26
H -2.50708 1.88261 -0.91870 0.36
H -2.11957 0.68862 0.35940 0.28
H -0.23051 2.44090 0.16127 0.31
H 0.06007 1.76342 -1.46742 0.28
H 2.05918 0.56489 -0.90404 0.29
H 1.90928 -0.57372 0.47088 0.21
H 1.97401 1.19101 0.77228 0.28
O 0.24946 -3.74874 0.88458 -0.63
H 0.32996 -4.68852 1.16492 0.31
H 0.33971 -3.23281 1.71760 0.32
```

Computed properties:
HOMO, eV: -9.90
ΔE to the lowest compared entry with this formula, charge and spin, kcal/mol: 19.5
Gap between HOMO and LUMO, eV: 10.7802
LUMO level, eV: 0.882
SMILES string: CCOC.O
Largest force on an atom, eV/Å: 1.845


# 2
Formula: C3H10O2
Source: the Open Molecules 2025 dataset
Level of theory: ωB97M-V/def2-TZVPD

The geometry in XYZ format:
```
15
Properties=species:S:1:pos:R:3:mulliken_charge:R:1
C 2.47466 -0.02429 0.96882 -1.02
C 1.15431 0.30866 0.30788 0.01
O 0.10591 0.20343 1.27385 -0.54
H 3.11011 0.85525 1.07868 0.26
H 3.06121 -0.75535 0.41780 0.28
H 2.31859 -0.38902 1.98190 0.31
H 1.19376 1.28981 -0.17658 0.23
H 0.94877 -0.36219 -0.52205 0.20
H -0.60524 -0.26721 0.82466 0.28
C -2.54949 0.09640 -0.84593 -0.68
O -1.38836 -0.26915 -1.60245 -0.50
H -3.42939 0.05996 -1.49143 0.25
H -2.36217 1.10612 -0.52736 0.27
H -2.70163 -0.62651 -0.07373 0.34
H -1.33102 -1.22590 -1.61406 0.31
```

Computed properties:
HOMO, eV: -10.07
ΔE to the lowest compared entry with this formula, charge and spin, kcal/mol: 23.0
Gap between HOMO and LUMO, eV: 10.7831
LUMO level, eV: 0.715
SMILES string: CCO.CO
Largest force on an atom, eV/Å: 1.560


# 3
Formula: C3H10O2S2
Source: the Open Molecules 2025 dataset
Level of theory: ωB97M-V/def2-TZVPD

The geometry in XYZ format:
```
17
Properties=species:S:1:pos:R:3:mulliken_charge:R:1
O -0.59820 -1.34587 1.88204 -0.49
C 0.42757 -0.36120 2.05802 -0.46
C 1.21370 0.20034 0.91895 -0.41
C 0.57500 1.39230 0.07969 -0.76
S -0.19109 0.66405 -1.33369 -0.04
S -2.14465 1.44008 -1.05655 -0.24
H -1.20974 -0.92481 1.25160 0.28
H 1.07592 -0.88509 2.75238 0.31
H -0.05992 0.55179 2.51353 0.26
H 1.55944 -0.66150 0.33211 0.32
H 2.11204 0.72530 1.26654 0.28
H 1.40774 1.99452 -0.26401 0.33
H -0.09625 2.04535 0.65073 0.46
H -2.07289 2.13206 -2.20448 0.17
O -0.65794 -2.03799 -3.15372 -0.62
H -1.34916 -2.20109 -2.51297 0.31
H 0.00842 -2.72823 -3.18017 0.30
```

Computed properties:
HOMO, eV: -8.74
ΔE to the lowest compared entry with this formula, charge and spin, kcal/mol: 20.4
Gap between HOMO and LUMO, eV: 9.1072
LUMO level, eV: 0.371
SMILES string: OCCCSS.O
Largest force on an atom, eV/Å: 2.327


# 4
Formula: C3H10O3
Source: the Open Molecules 2025 dataset
Level of theory: ωB97M-V/def2-TZVPD

The geometry in XYZ format:
```
16
Properties=species:S:1:pos:R:3:mulliken_charge:R:1
O 0.59595 -0.14370 -0.43010 -0.49
C -0.74339 -0.65658 -0.66787 -0.38
C -1.66990 0.56067 -0.56405 -0.67
C -1.37843 1.37225 0.66469 -0.39
O -1.55125 0.50477 1.80598 -0.51
H 1.17832 -0.83701 -0.73632 0.27
H -0.61108 -1.14797 -1.64080 0.38
H -1.10721 -1.37674 0.05868 0.25
H -1.44495 1.20100 -1.43888 0.29
H -2.70008 0.17549 -0.63458 0.31
H -0.36377 1.74395 0.51628 0.31
H -2.09578 2.20567 0.82799 0.32
H -1.17824 1.06275 2.50540 0.30
O 4.02284 -1.52296 -0.00443 -0.61
H 4.56344 -2.24266 0.30523 0.31
H 4.48352 -0.89892 -0.56722 0.31
```

Computed properties:
HOMO, eV: -9.94
ΔE to the lowest compared entry with this formula, charge and spin, kcal/mol: 19.3
Gap between HOMO and LUMO, eV: 10.6884
LUMO level, eV: 0.747
SMILES string: OCCCO.O
Largest force on an atom, eV/Å: 1.795


# 5
Formula: C3H10O3
Source: the Open Molecules 2025 dataset
Level of theory: ωB97M-V/def2-TZVPD

The geometry in XYZ format:
```
16
Properties=species:S:1:pos:R:3:mulliken_charge:R:1
C 0.00000 0.00000 0.00000 -0.72
O -0.35527 -1.18124 -0.72258 -0.33
C -0.23459 -2.27074 0.08014 -0.26
O -0.08332 -3.43094 -0.72934 -0.32
C -1.28736 -3.74148 -1.38521 -0.68
H 1.06164 -0.02719 0.29797 0.31
H -0.61519 0.14947 0.90322 0.30
H -0.15374 0.85768 -0.67628 0.24
H 0.69681 -2.15063 0.66624 0.30
H -1.06755 -2.40787 0.79624 0.32
H -1.75308 -2.83995 -1.81758 0.30
H -1.97154 -4.16300 -0.62967 0.29
H -1.14845 -4.48512 -2.18790 0.25
O 1.64528 -6.37997 0.21265 -0.64
H 2.61614 -6.49679 0.10301 0.31
H 1.38147 -5.78813 -0.52789 0.32
```

Computed properties:
HOMO, eV: -10.17
ΔE to the lowest compared entry with this formula, charge and spin, kcal/mol: 28.0
Gap between HOMO and LUMO, eV: 11.1004
LUMO level, eV: 0.930
SMILES string: COCOC.O
Largest force on an atom, eV/Å: 2.293


# 6
Formula: C3H10O3
Source: the Open Molecules 2025 dataset
Level of theory: ωB97M-V/def2-TZVPD

The geometry in XYZ format:
```
16
Properties=species:S:1:pos:R:3:mulliken_charge:R:1
C -0.41875 -0.20096 -1.80169 -0.95
C -1.49741 0.02991 -0.73448 -0.58
C -1.31561 -0.63294 0.63513 0.04
O -0.42926 -0.56875 1.44272 -0.42
H -0.57408 -1.11859 -2.35796 0.35
H -0.31332 0.68194 -2.43503 0.29
H 0.57938 -0.24540 -1.35060 0.31
H -2.46605 -0.37790 -1.00610 0.34
H -1.58038 1.09816 -0.54234 0.38
H -2.19412 -1.23360 0.94837 0.31
O 0.49973 2.26454 0.96351 -0.65
H 0.05257 1.58910 0.45168 0.25
H -0.22124 2.83717 1.24183 0.33
O 3.42191 -1.01388 1.35777 -0.62
H 2.52996 -1.30943 1.66463 0.32
H 3.92666 -1.79937 1.52256 0.31
```

Computed properties:
HOMO, eV: -10.08
ΔE to the lowest compared entry with this formula, charge and spin, kcal/mol: 18.7
Gap between HOMO and LUMO, eV: 10.6871
LUMO level, eV: 0.610
SMILES string: CCC=O.O.O
Largest force on an atom, eV/Å: 1.664